[1]
120
Properties=species:S:1:pos:R:3:forces:R:3 method="wB97M-V/def2-TZVPD" total_charge=-1 homo_lumo_gap_ev=4.212 e_homo_ev=-2.448 e_lumo_ev=1.8 e_tot_ev=-155006.5713
C 0.309 1.187 -1.137 0.2852 -0.3884 0.1132
C 1.581 1.343 -0.274 1.4920 0.3992 -0.4709
C 2.189 -0.036 0.056 -0.7819 -0.1539 0.3292
O 2.497 2.158 -0.863 -0.4290 -0.4026 -0.0779
H -0.486 0.553 -0.704 -0.2347 0.4790 0.4700
H 0.529 0.638 -2.054 0.4822 0.2749 -0.1100
H 0.024 2.207 -1.392 -0.4651 -0.2587 -0.1146
H 1.332 1.728 0.736 -0.6938 0.1108 0.0810
H 1.352 -0.699 0.343 0.1943 -0.3258 0.1076
H 2.853 0.090 0.914 0.1771 -0.1599 -0.1279
H 2.723 -0.483 -0.786 0.0928 0.1642 -0.0422
C -3.356 1.331 -1.724 1.5030 0.5378 0.7520
C -3.183 2.631 -2.560 -0.1287 -1.9449 0.2609
O -4.505 2.865 -3.024 -1.1543 0.8748 -0.5069
S -5.624 2.355 -2.016 0.6055 0.6334 1.5660
O -6.741 1.876 -2.758 0.4577 0.1342 0.1920
O -5.834 3.300 -0.927 0.2707 -1.0961 -1.6125
O -4.742 1.144 -1.449 -0.7919 0.2058 -0.2633
H -2.785 1.481 -0.809 -0.3222 -0.1139 0.1977
H -2.932 0.435 -2.172 -0.3615 0.0421 -0.3447
H -2.597 2.340 -3.423 0.2255 0.7332 -0.1257
H -2.763 3.433 -1.963 -0.1385 0.1542 -0.1761
C 0.195 -1.917 2.909 -0.3786 1.5046 -0.8367
C -0.380 -2.896 1.904 0.3627 -0.7310 -0.0198
O -0.357 -4.163 2.598 -0.2694 -0.4160 0.9306
S 0.583 -4.185 3.908 -0.0132 -0.6295 -0.5965
O 1.694 -5.066 3.633 -0.9414 1.3542 0.3937
O -0.189 -4.423 5.095 0.3587 0.2435 -0.8356
O 0.978 -2.628 3.844 0.6878 -1.3291 0.2846
H -0.565 -1.346 3.446 -0.1132 -0.2636 0.0061
H 0.810 -1.186 2.383 0.1972 -0.0927 0.2080
H 0.216 -3.076 1.006 0.2763 0.4970 0.1183
H -1.389 -2.638 1.588 -0.0408 -0.2120 0.3454
O 0.443 5.670 0.184 -0.9366 0.0537 -0.8962
S -0.445 5.147 -0.827 0.2386 -0.9453 0.8617
O 0.052 4.583 -2.050 -0.7400 0.6108 0.8879
O -1.370 3.999 -0.112 0.6364 0.7592 -0.8336
C -1.666 4.102 1.285 -0.3153 -0.6410 0.3452
C -2.878 3.220 1.498 -0.4438 -0.4006 0.4594
C -1.781 6.289 -1.231 1.1500 -0.1194 -0.2788
H -1.838 5.125 1.630 0.0207 0.1194 -0.3582
H -0.839 3.682 1.859 0.2003 0.1814 -0.1733
H -3.213 3.239 2.540 0.1840 0.1612 0.0474
H -2.627 2.176 1.307 0.1526 0.0519 -0.1008
H -3.763 3.462 0.905 0.2244 0.2741 -0.2032
H -1.276 7.161 -1.646 -0.1548 0.1204 0.0554
H -2.366 6.544 -0.355 -0.0288 -0.0916 0.0126
H -2.333 5.790 -2.022 -0.2547 0.0615 0.1387
O -0.112 1.608 -4.257 -1.0475 -0.6173 -0.3364
S -0.838 0.414 -4.560 0.2704 -1.0869 -0.6976
O -1.214 -0.577 -3.568 0.3365 0.8824 -0.3880
O -2.206 0.780 -5.355 1.0589 0.0729 0.6152
C -3.280 -0.156 -5.243 -1.9380 0.8615 -1.3313
C -4.283 0.213 -6.339 -0.8266 -0.2317 -0.5323
C 0.034 -0.500 -5.852 -0.2442 0.9878 0.2478
H -3.820 -0.016 -4.308 0.4855 -0.4259 0.3200
H -3.045 -1.193 -5.475 0.7469 0.0317 0.6258
H -5.024 -0.592 -6.401 0.1546 -0.0944 0.0590
H -3.854 0.296 -7.340 0.3442 -0.0961 0.1571
H -4.907 1.100 -6.208 0.4829 0.2237 0.4916
H 0.998 -0.737 -5.408 -0.1128 -0.5188 -0.0234
H 0.220 0.130 -6.720 -0.1288 0.2622 0.1775
H -0.611 -1.317 -6.163 0.3011 -0.3346 0.2764
O 5.095 2.836 2.983 0.3488 -0.8992 -0.1447
S 6.044 1.772 3.110 0.2324 0.2331 -0.0215
O 6.332 1.240 4.423 -0.0175 0.0898 -0.5507
O 5.629 0.565 2.145 -0.2716 1.1515 0.0336
C 6.325 -0.682 2.197 -0.1107 -0.9882 0.7998
C 5.533 -1.642 1.334 -0.8579 -0.0233 -0.1746
C 7.581 2.229 2.315 -0.1419 -0.4940 0.6682
H 6.351 -0.985 3.247 -0.0716 -0.1632 -0.0927
H 7.370 -0.619 1.878 -0.0994 0.3946 -0.2507
H 4.465 -1.587 1.564 0.0796 0.3238 0.1613
H 5.738 -2.703 1.475 0.6539 0.1369 0.0078
H 5.594 -1.369 0.281 0.1958 -0.1141 -0.0108
H 7.410 2.284 1.245 0.0032 0.1381 -0.0016
H 8.248 1.411 2.588 0.1704 0.0513 -0.2906
H 7.978 3.143 2.746 -0.2290 0.1238 -0.0568
O 2.393 -3.807 -0.514 0.5502 -0.0094 -0.5850
S 2.371 -3.848 -1.955 -1.0059 0.4058 -0.3764
O 3.541 -4.102 -2.763 -1.0825 0.2231 0.8412
O 1.286 -4.973 -2.363 0.3629 -0.0533 -0.3433
C 0.305 -5.350 -1.379 0.3263 0.5011 1.1761
C -0.654 -6.335 -1.969 -0.3365 -0.4900 0.2642
C 1.465 -2.377 -2.570 1.2555 -0.7675 0.6106
H -0.185 -4.470 -0.947 -0.1377 0.1461 -0.4989
H 0.852 -5.750 -0.522 -0.1182 -0.3260 -0.1037
H -1.116 -5.988 -2.893 0.3458 -0.1014 -0.2070
H -1.495 -6.533 -1.299 0.1354 0.2883 0.2717
H -0.158 -7.303 -2.057 -0.0257 0.0672 -0.5808
H 0.899 -2.708 -3.432 -0.0051 0.1876 -0.0922
H 2.248 -1.651 -2.783 -0.1951 0.1361 -0.2271
H 0.862 -1.991 -1.753 -0.1324 -0.0884 -0.0555
O 1.642 2.673 3.526 -1.4749 -1.3933 0.3221
S 0.486 1.832 3.807 1.3656 1.1584 1.1810
O -0.323 1.312 2.745 -0.0761 0.0309 0.4892
O 0.899 0.581 4.793 -0.4574 0.8534 -1.1114
C 2.293 0.273 4.860 1.5704 1.1124 0.4131
C 2.950 0.945 6.069 0.0567 -0.6250 1.3421
C -0.552 2.720 5.009 0.0394 -1.2326 -0.8165
H 2.859 0.685 4.020 -0.5257 -0.1765 -0.4257
H 2.404 -0.806 4.847 -0.1640 -0.0406 0.1919
H 2.705 1.986 6.281 -0.2155 0.1144 -0.8266
H 4.040 0.896 6.023 -0.0149 -0.0516 -0.3703
H 2.699 0.461 7.021 -0.1703 -0.3049 -0.1847
H -1.099 3.437 4.404 -0.0597 0.1917 0.2559
H 0.024 3.137 5.827 0.2939 0.1751 -0.2983
H -1.202 1.945 5.416 -0.2567 0.1769 -0.0839
C -2.328 -1.864 -0.816 0.0936 -0.5755 -0.3466
C -2.951 -1.182 0.233 0.7271 -0.3073 -0.5618
C -4.102 -1.705 0.778 -1.2515 -0.1943 0.3562
C -4.696 -2.869 0.270 0.9709 -0.0138 -0.2217
C -4.006 -3.570 -0.702 -0.1878 -0.3173 -0.7822
C -2.844 -3.069 -1.280 0.0065 0.1725 0.8459
H -1.409 -1.553 -1.300 -0.0513 0.5508 0.3100
H -2.468 -0.287 0.600 -0.1801 0.0746 0.2122
H -4.611 -1.228 1.607 0.1638 0.2661 -0.0512
H -5.632 -3.289 0.608 -0.0112 0.2733 0.3852
H -4.399 -4.511 -1.077 -0.0691 0.0148 0.0890
H -2.279 -3.648 -1.999 -0.1697 0.0504 -0.2035

[2]
107
Properties=species:S:1:pos:R:3:forces:R:3 method="wB97M-V/def2-TZVPD" total_charge=0 spin_multiplicity=2 homo_lumo_gap_ev="8.434 / 9.556" e_homo_ev="-7.904 / -9.026" e_lumo_ev="0.5 / 0.5" e_tot_ev=-69629.0924 e_above_lowest_kj_mol=63.61
C -4.377 -2.723 -1.360 0.8150 -0.2766 -0.7544
C -3.131 -2.645 -2.276 -0.6377 -0.7376 0.7658
C -1.906 -2.319 -1.414 0.1728 0.0694 -0.9504
I -1.115 -4.150 -0.539 -0.2408 0.0849 -0.0626
C -0.816 -1.392 -2.030 0.1425 -0.2159 1.6340
C 0.090 -2.017 -3.094 -1.2362 0.3259 -0.3782
F 0.707 -1.016 -3.744 0.3663 0.8425 -0.5272
F 1.057 -2.773 -2.590 0.6279 -0.9089 0.6147
C -0.559 -2.857 -4.222 1.6360 0.5631 -0.0456
F -0.928 -4.045 -3.850 -0.7266 -1.3634 0.7579
F 0.358 -3.022 -5.166 0.9116 -0.2287 -0.7160
F -1.549 -2.231 -4.792 -1.6782 0.8554 -0.4713
C 0.090 -0.993 -0.820 -0.1946 0.6846 -1.0860
C 1.045 0.191 -1.045 1.4358 0.0157 0.7332
C 2.471 -0.242 -1.486 -0.3058 0.4167 -0.0448
C 1.254 0.840 0.341 -0.0528 -0.8366 0.0809
N 0.544 1.209 -1.998 -0.8971 -0.2159 1.4247
O 1.080 2.358 -1.875 0.3426 -0.0056 -0.5259
C -0.914 1.243 -2.162 -1.2349 0.3110 -1.2133
C -1.207 2.200 -3.336 0.0313 -0.0150 0.3285
C -1.675 1.824 -0.960 0.8481 0.2817 0.1148
C -1.535 -0.121 -2.544 0.8423 -0.0309 -0.3655
H -5.096 -3.384 -1.827 -0.4717 0.1376 -0.0447
H -4.064 -3.215 -0.444 -0.1854 0.1600 0.3448
H -4.789 -1.735 -1.192 -0.1960 0.0663 0.2850
H -3.052 -3.629 -2.717 0.3478 -0.1271 -0.2777
H -3.296 -1.956 -3.096 0.1384 0.2887 0.0166
H -2.270 -1.782 -0.551 0.0681 0.1206 0.3318
H 0.679 -1.823 -0.459 -0.0304 -0.1662 0.0894
H -0.581 -0.714 -0.016 -0.1971 -0.0779 0.2057
H 2.691 0.184 -2.456 0.0570 -0.2379 -0.3748
H 3.205 0.181 -0.812 0.1688 -0.0167 0.1978
H 2.600 -1.316 -1.475 0.0166 -0.1461 -0.1843
H 2.037 1.584 0.322 -0.1733 0.4564 -0.1406
H 1.611 0.032 0.976 0.0073 -0.0913 0.1762
H 0.327 1.185 0.789 -0.0574 0.3775 -0.0282
H -0.415 2.151 -4.072 0.1566 0.0035 -0.1653
H -2.148 1.962 -3.826 -0.1575 -0.1082 0.0609
H -1.298 3.207 -2.957 0.1652 0.3536 -0.1624
H -1.701 1.166 -0.099 -0.2427 -0.1577 0.0777
H -2.665 2.107 -1.295 -0.3703 -0.2471 0.0437
H -1.196 2.753 -0.662 0.1798 0.1104 0.1238
H -2.563 -0.085 -2.209 -0.2092 -0.1392 0.2444
H -1.597 -0.143 -3.625 0.0322 -0.1956 -0.2254
C -1.042 6.910 -5.211 -0.0998 -0.0489 0.0323
C -1.341 5.449 -5.489 -0.3036 0.2850 0.0103
O -2.376 4.955 -4.641 -0.0081 -0.1178 0.0347
H -0.748 7.047 -4.170 0.0747 -0.0387 -0.0204
H -0.243 7.276 -5.851 -0.0083 0.0727 0.0250
H -1.933 7.522 -5.379 0.0023 -0.0209 -0.0785
H -0.460 4.836 -5.300 -0.0786 -0.1009 0.0693
H -1.640 5.311 -6.534 0.1556 -0.0165 -0.0495
H -3.167 5.480 -4.805 0.0940 -0.0269 0.0227
C -2.626 -4.503 4.433 0.0063 0.0375 0.0594
C -2.689 -3.453 3.338 0.2438 -0.3086 -0.0849
O -1.389 -3.082 2.901 -0.1020 0.1558 0.1663
H -2.053 -4.130 5.284 -0.0614 0.0338 0.0042
H -3.626 -4.776 4.775 0.0157 -0.0324 -0.0005
H -2.122 -5.404 4.073 -0.0779 -0.0240 -0.0429
H -3.174 -2.548 3.705 0.0646 0.0641 -0.0616
H -3.261 -3.826 2.480 -0.1334 0.0324 0.0652
H -0.956 -3.873 2.559 -0.0040 0.1404 -0.1134
C 3.587 5.835 -5.439 -0.0378 0.0026 0.0693
C 2.442 6.286 -6.326 0.3309 0.2315 0.0282
O 2.003 7.599 -5.978 0.0360 -0.0277 -0.0458
H 3.283 5.846 -4.392 -0.0441 -0.0594 -0.0185
H 3.911 4.827 -5.700 0.0225 0.0135 0.0041
H 4.440 6.511 -5.537 0.0278 -0.0485 -0.0775
H 1.587 5.622 -6.211 -0.0723 0.0838 -0.0045
H 2.745 6.279 -7.379 -0.0360 -0.1478 -0.0151
H 2.752 8.196 -6.088 -0.0890 -0.0384 0.0266
C 2.254 -4.319 1.911 -0.0112 -0.0954 -0.0256
C 2.501 -2.831 1.767 -0.2154 -0.0753 0.3264
O 1.272 -2.116 1.855 0.1165 0.0350 -0.0470
H 1.569 -4.654 1.131 0.0679 -0.0284 -0.0606
H 3.183 -4.889 1.835 -0.0190 -0.0106 0.0077
H 1.790 -4.536 2.876 0.0951 0.0336 0.0448
H 2.943 -2.603 0.797 -0.0357 0.1083 0.0025
H 3.181 -2.471 2.545 0.1437 -0.0594 -0.0882
H 0.884 -2.311 2.718 -0.1313 -0.0235 0.0429
C 6.448 1.550 0.580 -0.0240 -0.0074 -0.0600
C 5.288 1.018 1.401 0.3131 -0.1557 0.0337
O 5.125 -0.386 1.217 -0.1132 -0.0029 -0.0117
H 6.290 1.341 -0.478 -0.0547 0.0413 0.0033
H 6.561 2.627 0.713 0.0267 -0.0112 0.0037
H 7.382 1.063 0.872 0.0103 0.0619 0.0659
H 4.355 1.490 1.095 -0.0463 -0.1042 0.0168
H 5.444 1.223 2.466 -0.0588 0.1455 -0.0133
H 5.941 -0.816 1.497 -0.0848 0.0214 -0.0452
C -0.121 -2.312 6.902 0.2845 -0.1156 -0.1761
C 0.960 -3.134 6.228 0.0055 0.4083 0.0846
O 1.229 -2.647 4.913 0.1462 -0.0514 -0.1786
H -1.034 -2.333 6.315 -0.0176 -0.0612 0.0072
H -0.338 -2.691 7.900 -0.0442 0.0251 0.0013
H 0.185 -1.266 6.985 0.0303 -0.0203 0.0842
H 0.644 -4.172 6.126 0.0492 -0.0071 -0.1275
H 1.887 -3.113 6.811 -0.0363 -0.1253 0.0634
H 1.521 -1.731 4.991 -0.0441 -0.0779 0.0148
C -4.090 0.299 7.217 0.0598 0.0213 -0.0354
C -3.894 -1.185 6.968 -0.0429 0.1035 0.3627
O -2.803 -1.699 7.729 -0.2308 0.0495 0.0419
H -3.183 0.849 6.964 -0.0123 -0.0188 -0.0610
H -4.916 0.691 6.623 -0.0074 0.0112 0.0297
H -4.300 0.488 8.273 -0.0905 -0.0161 -0.0178
H -3.665 -1.369 5.918 0.0857 -0.0798 0.0332
H -4.802 -1.741 7.224 -0.0635 0.0257 -0.1459
H -3.002 -1.552 8.661 0.0175 -0.0191 -0.0890